{
  "formula": "C3H21N2O7",
  "method": "the ωB97M-V functional and the def2-TZVPD basis",
  "symbols": ["N", "C", "C", "C", "N", "O", "H", "H", "H", "H", "H", "H", "H", "H", "H", "H", "H", "O", "H", "H", "O", "H", "H", "O", "H", "H", "O", "H", "H", "O", "H", "H", "O"],
  "xyz": [[-0.2216, -0.6715, -0.1812], [-0.9474, 0.6262, -0.1573], [-2.3488, 0.5000, 0.3717], [-0.0852, 1.4730, 0.8693], [-0.7341, 2.6098, 1.3144], [1.0643, 1.2383, 1.1245], [0.8066, -0.5771, -0.2343], [-0.5020, -1.3011, -0.9331], [-0.4992, -1.2499, 0.6318], [-0.9003, 0.9325, -1.2522], [-2.9621, 1.3837, 0.1447], [-2.3134, 0.4177, 1.4574], [-2.9286, -0.2918, -0.1222], [-0.2815, 3.0096, 2.1274], [-1.7361, 2.6735, 1.3504], [-1.2536, -1.9242, 2.8694], [-2.5841, -2.4666, 2.4779], [-1.8637, -1.9318, 2.1299], [3.3595, 0.2320, 0.6494], [3.6919, -0.8877, -0.3260], [3.0806, -0.1617, -0.1726], [2.6098, -1.5100, -1.5473], [1.6791, -2.5990, -2.1506], [1.7426, -1.9247, -1.4813], [-0.6313, 1.3932, -4.0008], [-1.5424, 0.3979, -3.1854], [-1.1205, 1.2539, -3.1898], [1.8905, -2.1962, 2.7290], [1.2123, -2.7115, 1.4760], [1.0787, -2.0934, 2.2109], [1.3223, 1.3535, -1.5670], [1.1580, 2.9224, -1.5716], [0.7599, 2.0813, -1.8614]],
  "forces_ev_per_angstrom": [[-0.744, -1.572, 0.689], [0.800, 0.421, -0.551], [-0.961, 0.199, -0.237], [-1.729, 1.618, -1.604], [0.753, -0.801, 0.567], [0.383, -0.582, 0.243], [-0.259, 0.070, 0.338], [0.118, 0.545, -0.436], [0.500, 0.457, 0.309], [-0.006, 0.590, 1.816], [0.508, 0.052, -0.091], [-0.384, -0.529, -0.138], [0.335, -0.161, 0.452], [0.027, 0.219, -0.207], [-0.058, -0.137, -0.255], [0.574, 0.058, 0.117], [-0.255, -0.039, -0.288], [-0.087, -0.125, 0.095], [-0.003, 0.382, 0.476], [0.396, 0.126, 0.358], [-0.035, -0.225, -0.522], [-0.403, -0.163, -0.381], [0.190, -0.363, -0.471], [-0.082, -0.074, 0.159], [0.058, -0.257, -0.185], [-0.198, -0.277, -0.827], [-0.702, 0.014, 0.405], [-0.268, 0.171, -0.004], [-0.062, 0.079, 0.222], [0.335, -0.329, -0.205], [0.438, 0.539, 0.052], [0.106, -0.735, -0.031], [0.714, 0.829, 0.133]],
  "nbo_charge": [-0.710, -0.197, -0.649, 0.693, -0.811, -0.610, 0.495, 0.425, 0.463, 0.318, 0.240, 0.237, 0.233, 0.406, 0.402, 0.494, 0.491, -0.973, 0.505, 0.465, -0.958, 0.492, 0.491, -0.976, 0.497, 0.463, -0.938, 0.489, 0.476, -0.961, 0.472, 0.488, -0.951],
  "total_charge": 1,
  "relative_energy_ev": 1.9908
}



{
  "formula": "C23H16F3IN2O2Tc",
  "method": "the ωB97M-V functional and the def2-TZVPD basis",
  "symbols": ["Tc", "C", "C", "N", "C", "C", "C", "O", "C", "C", "N", "C", "C", "C", "C", "C", "C", "I", "C", "O", "H", "H", "H", "H", "H", "H", "H", "H", "H", "H", "H", "H", "F", "C", "F", "F", "C", "C", "C", "C", "C", "C", "C", "C", "H", "H", "H", "H"],
  "xyz": [[-1.5458, 0.3905, -1.8547], [-2.1981, -4.1235, -2.2110], [-0.7889, -3.6287, -2.2752], [0.1771, -4.5308, -2.3868], [1.4393, -4.1071, -2.4637], [1.8520, -2.7858, -2.4359], [3.3232, -2.4587, -2.5350], [3.7834, -1.6708, -1.4328], [0.8326, -1.8016, -2.3142], [1.2056, -0.3955, -2.3417], [0.4309, 0.6252, -2.1220], [1.0750, 1.9266, -2.1457], [2.4208, 2.0760, -1.8282], [3.0072, 3.3286, -1.9121], [2.2690, 4.4447, -2.2836], [0.9115, 4.3198, -2.5416], [0.3335, 3.0610, -2.4559], [-1.7089, 2.8837, -2.7309], [-0.4773, -2.2628, -2.2290], [-1.5415, -1.4065, -2.1360], [-2.1802, -5.2076, -2.2684], [-2.7894, -3.7315, -3.0399], [-2.6891, -3.8187, -1.2860], [2.1859, -4.8897, -2.5502], [3.5515, -1.8963, -3.4449], [3.8872, -3.3897, -2.6034], [4.1338, -2.2580, -0.7567], [2.2288, -0.1900, -2.6071], [3.0238, 1.2460, -1.4814], [4.0558, 3.4277, -1.6701], [2.7397, 5.4147, -2.3498], [0.3163, 5.1854, -2.7977], [-1.2439, 1.6674, 7.5824], [-2.3551, 1.2622, 6.9709], [-3.3298, 2.1436, 7.2142], [-2.7187, 0.0780, 7.4761], [-2.1417, 1.1313, 5.4733], [-3.2455, 0.7093, 4.6559], [-3.1223, 0.5577, 3.2857], [-1.9105, 0.8139, 2.6834], [-0.8038, 1.2411, 3.5097], [-0.9389, 1.3938, 4.9023], [-1.7232, 0.7115, 1.2965], [-1.6153, 0.6131, 0.0734], [-4.2129, 0.4924, 5.0909], [-3.9930, 0.2437, 2.7304], [0.1647, 1.4567, 3.0771], [-0.0750, 1.7075, 5.4692]],
  "forces_ev_per_angstrom": [[-0.408, 0.506, 2.292], [-0.052, 0.088, -0.006], [0.059, -0.454, 0.008], [-0.085, 0.536, -0.017], [0.403, -0.103, 0.071], [-0.403, 0.090, -0.055], [0.205, 0.093, 0.174], [-0.274, 0.023, -0.263], [0.625, 0.123, -0.073], [-0.530, -0.800, 0.039], [0.662, -0.026, -0.081], [-0.402, -0.013, 0.072], [0.031, 0.151, 0.042], [0.002, 0.054, -0.016], [-0.033, -0.087, 0.010], [-0.003, -0.213, 0.053], [0.551, 0.183, 0.007], [-0.430, 0.158, -0.378], [-0.666, 0.076, 0.025], [0.679, -0.432, -0.578], [-0.031, 0.003, 0.009], [0.001, 0.002, -0.007], [0.012, 0.006, 0.017], [-0.007, 0.012, -0.010], [-0.104, 0.009, 0.035], [-0.052, -0.001, -0.047], [0.014, 0.023, 0.074], [0.193, 0.021, 0.002], [-0.073, -0.063, -0.038], [0.019, 0.037, 0.001], [0.010, 0.029, 0.001], [0.010, 0.025, -0.007], [-0.079, -0.015, 0.001], [-0.122, -0.070, -0.027], [0.087, -0.064, 0.008], [0.038, 0.126, -0.018], [-2.009, -0.638, -0.380], [0.430, 0.100, -0.010], [-1.431, -0.171, 1.668], [2.387, 0.728, -0.621], [-0.313, -0.034, 0.554], [1.175, 0.031, -1.961], [-0.279, 0.031, 1.659], [0.207, -0.086, -2.196], [0.128, 0.082, 0.243], [0.061, -0.022, -0.193], [-0.127, -0.069, -0.222], [-0.077, 0.019, 0.140]],
  "nbo_charge": [1.126, -0.655, 0.192, -0.331, 0.053, -0.012, -0.108, -0.731, -0.184, 0.216, -0.457, 0.157, -0.239, -0.156, -0.158, -0.201, -0.221, 0.519, 0.335, -0.601, 0.265, 0.240, 0.234, 0.219, 0.201, 0.213, 0.494, 0.241, 0.252, 0.252, 0.255, 0.249, -0.297, 0.959, -0.296, -0.297, -0.002, -0.111, -0.142, -0.199, -0.049, -0.210, 0.269, -0.286, 0.251, 0.247, 0.238, 0.267],
  "total_charge": 2,
  "multiplicity": 2,
  "total_energy_ev": -49618.5111
}



{
  "formula": "C5H9N2O4S",
  "method": "the ωB97M-V functional and the def2-TZVPD basis",
  "symbols": ["C", "C", "C", "C", "C", "N", "N", "O", "O", "O", "O", "S", "H", "H", "H", "H", "H", "H", "H", "H", "H"],
  "xyz": [[-0.5624, 0.1830, 0.0714], [-0.3213, -0.9388, -0.6843], [-1.4031, 0.9918, -0.8494], [-0.0961, 0.6533, 1.4220], [0.6057, -2.0872, -0.2953], [-1.5246, 0.3408, -1.9544], [0.3384, 1.1236, -2.7381], [0.9475, 2.5494, -0.9924], [2.6129, 2.0890, -2.6865], [2.0415, 0.4102, -1.0057], [-0.9592, -0.9102, -1.8552], [1.5629, 1.4024, -1.9393], [-1.9231, 1.8916, -0.6754], [0.2985, 2.6904, -1.6393], [0.7926, 1.3083, 1.3923], [0.1523, -0.1956, 2.1441], [-0.8993, 1.3057, 1.9466], [1.6523, -1.6968, -0.1504], [0.4947, -2.7509, -1.0885], [0.4152, -2.5043, 0.7232], [0.6376, 0.9774, -3.6827]],
  "forces_ev_per_angstrom": [[-1.379, 0.890, -1.283], [1.077, 0.322, 3.284], [1.080, -3.675, 1.712], [-0.466, -0.009, 1.558], [0.217, 2.204, 1.555], [-3.591, -0.328, -0.547], [0.160, -0.274, -2.513], [1.233, -0.009, 1.932], [0.454, -0.400, -0.036], [0.659, -0.319, 0.097], [0.211, 0.751, 0.531], [3.821, 1.065, 0.512], [-0.219, 0.958, -0.057], [-2.452, 1.645, -1.019], [-0.248, -0.401, -0.383], [-0.378, 0.935, -0.981], [1.045, -1.175, -0.902], [-0.982, -0.247, -0.879], [0.383, -1.820, -1.010], [-0.587, 0.010, -0.941], [-0.037, -0.125, -0.632]],
  "nbo_charge": [-0.151, 0.329, -0.056, -0.628, -0.668, -0.090, -1.293, -0.920, -1.037, -1.033, -0.301, 2.474, 0.200, 0.484, 0.242, 0.198, 0.197, 0.262, 0.215, 0.203, 0.374],
  "total_charge": -1,
  "relative_energy_ev": 4.4790
}



{
  "formula": "C5H4O",
  "method": "the ωB97M-V functional and the def2-TZVPD basis",
  "symbols": ["C", "C", "C", "C", "C", "O", "H", "H", "H", "H"],
  "xyz": [[0.4447, 1.3866, 0.5540], [0.8387, 0.6820, -0.6960], [-0.4175, -2.0591, 1.4492], [-0.3164, 0.1793, 0.6124], [-0.3364, -0.0629, -0.9655], [-1.5360, -2.2023, 1.5320], [0.9107, 1.9243, 1.2834], [1.8812, 0.5589, -0.9954], [-1.1973, 0.5457, -1.2015], [-0.2716, -0.9525, -1.5725]],
  "forces_ev_per_angstrom": [[-1.737, -5.357, -4.174], [0.546, 3.230, 2.505], [0.118, -0.526, 0.141], [1.788, 1.624, 0.378], [-1.101, 1.074, -0.625], [-0.227, -0.304, 0.136], [0.997, 1.739, 1.501], [-0.241, -0.820, 0.186], [-0.062, -0.082, -0.605], [-0.080, -0.578, 0.559]],
  "mulliken_charge": [-0.431, -0.230, 0.138, -0.226, -0.296, -0.171, 0.399, 0.284, 0.201, 0.331],
  "total_charge": 0,
  "relative_energy_ev": 4.1533
}



{
  "formula": "C4H14O4",
  "method": "the ωB97M-V functional and the def2-TZVPD basis",
  "symbols": ["C", "C", "C", "O", "C", "O", "H", "H", "H", "H", "H", "H", "H", "H", "H", "H", "H", "H", "O", "H", "H", "O"],
  "xyz": [[0.0572, 0.2127, -1.7564], [-0.6023, 1.1803, -0.8218], [-1.9083, 0.6763, -0.2593], [-1.6565, 0.2720, 1.0825], [1.4289, -0.2139, -1.0850], [1.2618, -1.5741, -0.5760], [0.3152, 0.5126, -2.8479], [-0.3551, -0.7136, -2.0525], [-0.7623, 2.1963, -1.1777], [0.1615, 1.4192, 0.0232], [-2.3829, -0.2056, -0.8086], [-2.7050, 1.4241, -0.1180], [-1.1630, -0.6010, 1.0274], [1.6049, 0.4715, -0.3311], [2.1844, -0.3496, -1.9459], [1.0742, -2.2793, -1.2279], [0.8670, -1.4384, 3.0830], [0.8113, -2.0387, 1.5665], [0.4223, -1.4776, 2.2160], [-0.1084, 1.1515, 2.4762], [0.7630, 0.2336, 1.5998], [0.6920, 1.1417, 1.9333]],
  "forces_ev_per_angstrom": [[3.625, 0.776, -1.934], [0.182, 1.262, 0.389], [-1.013, -0.761, 1.063], [0.032, -2.466, 0.181], [-1.170, -3.542, -5.243], [0.159, -0.102, 1.275], [-0.374, 0.686, 1.791], [-1.566, -1.050, 0.601], [-0.028, -0.068, -0.900], [-2.012, -0.556, -1.152], [0.743, 1.191, 0.224], [0.432, 0.030, -0.532], [-0.824, 1.551, 0.469], [1.262, 0.702, 1.532], [-0.517, 0.924, 1.713], [0.249, 1.290, 0.067], [0.026, -0.464, -1.002], [1.052, -0.779, -0.429], [-0.992, 0.687, 1.236], [0.122, -0.160, -0.488], [-0.290, 0.212, 0.627], [0.901, 0.637, 0.512]],
  "nbo_charge": [-0.438, -0.507, -0.056, -0.744, -0.045, -0.792, 0.207, 0.208, 0.222, 0.270, 0.158, 0.181, 0.475, 0.194, 0.166, 0.482, 0.499, 0.506, -0.984, 0.486, 0.484, -0.970],
  "total_charge": 0,
  "smiles": "OCCCCO.O.O",
  "relative_energy_ev": 2.1247
}